# 1
This record from the Open Molecules 2025 dataset describes a single C4H12N2 molecule in a non-equilibrium geometry. The level of theory is ωB97M-V/def2-TZVPD.

```
18
C4H12N2 ωB97M-V/def2-TZVPD
C 1.95072 0.32323 -0.98933
C -1.46333 0.45982 0.86698
H -1.98802 1.17737 1.49789
H -1.97031 -0.63464 -0.72642
H 1.69908 -1.77388 0.34239
H -0.55329 1.52314 -0.68881
H -3.10807 -0.70935 0.38778
C -0.21927 0.89439 0.14951
H 0.27479 -1.71723 0.96173
H 1.76320 0.88826 -1.89864
C 0.69854 -0.20825 -0.32868
N 1.05097 -1.10242 0.76181
H 0.31824 1.61036 0.78366
N -2.50959 -0.04194 -0.08879
H 0.17713 -0.79077 -1.10356
H 2.52080 0.93430 -0.28367
H -1.25825 -0.33158 1.60483
H 2.61668 -0.50082 -1.24869
```

Summary:
- Kohn-Sham gap (eV) = 10.39
- largest force on an atom (eV Å⁻¹) = 2.3
- lowest unoccupied orbital energy (eV) = 0.98
- energy (eV) = -7322.5671
- relative energy (zero: lowest compared OMol25 entry of this formula, charge and spin) (kcal/mol) = 10.65
- SMILES string = C[C@@H](N)CCN


# 2
This record from the Open Molecules 2025 dataset describes a molecular structure, C22H34CuN4PS2 in a non-equilibrium geometry. The level of theory is ωB97M-V/def2-TZVPD.

```
64
C22H34CuN4PS2 ωB97M-V/def2-TZVPD
C -2.22981 1.80889 2.01511
C -3.73272 2.20990 -1.00537
H -1.57101 0.36284 -2.14093
C 4.73759 1.49851 1.73387
H 4.81851 1.95950 -1.73376
H -3.70591 -0.85653 -3.25974
H -4.26526 1.00449 -2.56549
H -2.83388 3.61016 0.44084
C 3.80302 -1.60429 -0.57912
C 2.78500 -1.84291 -3.14142
H -2.57282 0.17691 3.49801
H 4.41979 -3.62784 -0.72426
C 5.12975 1.97946 -0.65092
P 2.71603 0.83785 -0.03019
H -0.95965 0.87126 3.53285
H -4.70428 -2.68631 0.76783
H -1.47304 -1.90024 3.68989
H -2.83229 1.92058 -2.95283
C 6.35103 2.53831 -0.29250
H -4.55496 1.80544 -0.29170
C -2.51673 2.77733 -0.22047
H 4.08192 1.19419 2.56886
C 3.42590 -2.95011 -2.55901
H -0.76649 1.92536 0.37252
C -3.60338 -2.66697 1.03300
C -3.28808 -2.12958 2.39871
Cu -2.15060 -0.09569 0.18214
H 3.64739 -3.82543 -3.15555
H -1.79584 3.22383 -0.97569
H -3.30674 1.85730 2.03289
H -4.69660 -1.33969 -0.95051
S 1.55032 2.08104 -1.00837
N -1.79747 1.81423 0.55089
C 3.10930 -0.54983 -1.11705
C -3.09856 -1.05625 -2.37639
C 4.36836 1.39578 0.37989
H -3.76512 -2.83701 3.13662
N -1.34887 -0.64063 2.01736
H -2.03972 -2.57172 -0.24635
C 3.90739 -2.81654 -1.25797
H -3.84985 -1.20199 2.48055
H -4.14282 -2.83227 -1.77144
H -1.28152 -2.84285 2.11463
C 2.62953 -0.67347 -2.40780
H 2.23994 0.30689 -2.78683
H -2.24673 -1.64525 -2.68737
H 6.43000 1.72339 2.98263
H 6.85534 3.12865 -1.06447
H -3.44379 -3.78549 1.01937
H 4.26506 -1.48659 0.40654
C -3.34118 1.36481 -2.16486
H 7.95518 2.62186 1.18658
N -2.92676 -2.03917 -0.08683
C 6.06994 1.87981 1.97788
H -4.16008 3.08163 -1.51929
S 2.15336 0.00947 1.70383
H -0.28119 -0.57674 1.92916
C -3.76154 -1.87033 -1.30801
N -2.52061 0.19968 -1.75320
C -1.78104 -1.94348 2.61454
H 2.59543 -1.81989 -4.26098
C 6.89599 2.32982 0.93943
H -1.84037 2.67874 2.52751
C -1.75376 0.53724 2.81269
```

Summary:
- Kohn-Sham gap (eV) = 6.77
- largest force on an atom (eV Å⁻¹) = 3.3
- lowest unoccupied orbital energy (eV) = 0.33
- energy (eV) = -104924.6005


# 3
This record from the Open Molecules 2025 dataset describes 2 unconnected molecules or ions with the total composition C11H25IN2O5P in a non-equilibrium geometry. The level of theory is ωB97M-V/def2-TZVPD.

```
45
C11H25IN2O5P ωB97M-V/def2-TZVPD
O -5.65718 3.47679 -2.07410
H 5.55549 -0.61002 0.91227
H -4.16970 0.10470 -3.84887
O 5.11205 -2.57858 0.41201
C 6.01963 -1.49216 0.46096
H -1.98981 0.60441 -3.43374
C -3.36079 0.92274 -0.89517
H -2.44394 0.36365 -1.22174
C -5.27447 2.29901 -2.08215
P -3.28156 1.19816 -3.64214
H 3.50693 -0.87122 1.52159
I -1.06605 2.34160 0.73582
O -6.09662 1.32668 -2.12408
C 1.67305 -1.04985 2.36185
H -5.14286 2.41486 0.52410
H 3.18638 -0.43952 -0.44473
C 0.82451 -1.20831 1.09860
H 2.05188 -0.34727 -1.78560
H 2.20990 -1.87445 -0.90014
H 1.21389 -1.61997 3.17629
H 4.93430 -4.18029 1.64917
O -3.30279 2.16840 -4.78709
H 6.30408 -1.24649 -0.56218
C -3.07666 1.48656 0.52668
C 3.32144 -2.82897 2.02120
C -4.19093 2.44059 1.09179
H -4.43733 2.09024 2.12698
H -3.77028 3.46026 1.22425
N 3.08985 -1.40935 2.27092
H 6.92349 -1.76207 1.01579
H 1.63615 0.00245 2.65621
H 2.71990 -3.18895 1.17829
C 2.21113 -0.78584 -0.79868
H -3.04469 3.72188 -2.82441
H 5.44174 -2.70622 2.48004
C 4.78291 -3.09715 1.69873
C -3.73187 1.97502 -1.98702
O 1.18028 -0.32069 0.05375
H -0.20358 -0.94748 1.36797
H 0.78834 -2.24362 0.73930
H -4.17846 0.15821 -0.89378
N -2.97650 3.22033 -1.93879
H -3.28151 3.82548 -1.18264
H 3.04035 -3.39831 2.91328
H -3.05008 0.60476 1.20921
```

Summary:
- Kohn-Sham gap (eV) = 6.61
- largest force on an atom (eV Å⁻¹) = 2.9
- net charge = -1
- lowest unoccupied orbital energy (eV) = 2.27
- energy (eV) = -42420.0203
- relative energy (zero: lowest compared OMol25 entry of this formula, charge and spin) (kcal/mol) = 0.00


- Which of these has the highest energy?
  C4H12N2


What did the first record say?
This record from the Open Molecules 2025 dataset describes a single C4H12N2 molecule in a non-equilibrium geometry. The level of theory is ωB97M-V/def2-TZVPD.

```
18
C4H12N2 ωB97M-V/def2-TZVPD
C 1.95072 0.32323 -0.98933
C -1.46333 0.45982 0.86698
H -1.98802 1.17737 1.49789
H -1.97031 -0.63464 -0.72642
H 1.69908 -1.77388 0.34239
H -0.55329 1.52314 -0.68881
H -3.10807 -0.70935 0.38778
C -0.21927 0.89439 0.14951
H 0.27479 -1.71723 0.96173
H 1.76320 0.88826 -1.89864
C 0.69854 -0.20825 -0.32868
N 1.05097 -1.10242 0.76181
H 0.31824 1.61036 0.78366
N -2.50959 -0.04194 -0.08879
H 0.17713 -0.79077 -1.10356
H 2.52080 0.93430 -0.28367
H -1.25825 -0.33158 1.60483
H 2.61668 -0.50082 -1.24869
```

Summary:
- Kohn-Sham gap (eV) = 10.39
- largest force on an atom (eV Å⁻¹) = 2.3
- lowest unoccupied orbital energy (eV) = 0.98
- energy (eV) = -7322.5671
- relative energy (zero: lowest compared OMol25 entry of this formula, charge and spin) (kcal/mol) = 10.65
- SMILES string = C[C@@H](N)CCN


- Which of these has the highest energy?
  C4H12N2


- The lowest lowest unoccupied orbital energy belongs to which entry?
  C22H34CuN4PS2